1.
C12H16N2O4 in the gas phase, computed with wB97M-V/def2-TZVPD.

Structure (ORCA input):
```
! wB97M-V def2-TZVPD RIJCOSX def2/J DEFGRID3
* xyz 0 1
C 2.72 -1.12 -1.66
C 1.17 -1.17 -1.41
C 3.51 -2.18 -0.86
C 0.51 -0.71 0.83
C 1.24 -0.78 2.23
C -1.08 -0.67 0.93
C -1.73 0.67 0.65
C -2.19 1.46 1.72
C -2.10 0.98 -0.68
C -2.99 2.60 1.42
C -2.90 2.02 -0.99
C -3.51 2.72 0.12
H 2.65 0.68 -2.42
H 2.58 0.55 -0.75
H 2.65 -1.53 -2.63
H 2.89 -3.01 -0.60
H 4.36 -2.73 -1.33
H 3.63 -1.73 0.15
H 0.15 -2.51 -0.26
H 0.73 0.30 0.31
H -1.38 -0.85 1.94
H -1.46 -1.49 0.27
H -1.86 1.44 2.80
H -1.48 0.38 -1.30
H -3.16 3.36 2.22
H -3.30 2.30 -1.95
H -4.89 3.28 -0.93
H 2.25 -1.79 1.20
N 3.04 0.31 -1.59
N 0.88 -1.79 -0.18
O 0.43 -0.97 -2.36
O 0.66 -0.37 3.22
O -4.51 3.57 -0.10
O 2.47 -1.21 2.01
*
```

The value obtained for the LUMO energy is 0.010 Ha. Its HOMO energy is -8.386 eV. For the relative energy (zero: lowest compared OMol25 entry of this formula, charge and spin), the calculation gives 4.168 eV. The electronic energy comes out at -877.2453 Ha. The gap between HOMO and LUMO comes out at 8.66 eV. As for the SMILES: C[C@H](N)C(=O)N[C@@H](Cc1ccc(O)cc1)C(=O)O.



2.
C40H76F12HgN6O12S4 as an isolated structure, computed with wB97M-V/def2-TZVPD.

Structure (ORCA input):
```
! wB97M-V def2-TZVPD RIJCOSX def2/J DEFGRID3
* xyz -1 2
Hg 1.73 3.89 -1.88
C 4.50 3.63 1.00
F 5.60 3.87 0.33
F 3.99 2.48 0.56
F 4.78 3.44 2.22
S 3.23 4.98 0.71
O 1.99 4.29 0.95
O 3.55 6.06 1.61
N 3.17 5.25 -0.99
S 4.06 6.57 -1.20
O 3.28 7.82 -1.20
O 5.33 6.62 -0.51
C 4.57 6.30 -3.11
F 5.34 5.21 -3.19
F 3.40 6.09 -3.75
F 5.21 7.36 -3.53
C 4.65 0.71 -2.04
F 5.28 -0.04 -2.88
F 4.15 -0.07 -1.14
F 5.48 1.61 -1.42
S 3.18 1.53 -2.99
O 3.54 2.95 -3.14
O 2.82 0.92 -4.23
N 1.94 1.77 -1.88
S 1.08 0.50 -1.85
O -0.17 0.64 -2.53
O 1.70 -0.81 -2.15
C 0.71 0.57 0.06
F -0.20 -0.24 0.53
F 1.79 0.26 0.81
F 0.26 1.81 0.41
C -3.40 -0.10 -1.47
C -3.41 -1.67 -1.46
C -3.16 -2.11 0.00
C -3.32 -3.65 0.21
C -4.76 -3.91 -0.35
C -5.11 -3.53 -1.78
N -4.71 -2.17 -1.95
O -4.85 -1.68 -3.21
C -4.47 -4.48 -2.81
C -6.68 -3.60 -1.84
C -2.13 -2.12 -2.26
H -3.40 0.30 -2.48
H -2.58 0.40 -0.95
H -4.39 0.08 -1.06
H -2.15 -1.90 0.36
H -3.90 -1.63 0.65
H -3.27 -3.93 1.26
H -2.55 -4.17 -0.35
H -5.50 -3.56 0.37
H -4.91 -4.98 -0.20
H -3.66 -5.01 -2.30
H -5.23 -5.18 -3.16
H -4.07 -3.99 -3.70
H -7.23 -2.82 -2.36
H -7.08 -4.50 -2.31
H -7.18 -3.73 -0.87
H -1.19 -1.65 -1.97
H -2.36 -1.97 -3.31
H -1.91 -3.18 -2.37
H -5.35 -0.87 -3.06
C -1.25 -3.11 4.67
C -0.57 -2.15 5.60
C 0.90 -2.05 5.00
C 1.05 -1.21 3.69
C 0.45 0.19 3.81
C -0.96 0.25 4.49
N -1.12 -0.77 5.54
O -2.46 -0.89 6.05
C -1.20 1.61 5.11
C -2.00 0.05 3.34
C -0.47 -2.78 7.06
H -2.32 -3.09 4.87
H -1.02 -4.17 4.59
H -1.29 -2.67 3.67
H 1.60 -1.71 5.77
H 1.19 -3.06 4.72
H 0.54 -1.76 2.90
H 2.04 -1.11 3.24
H 0.52 0.76 2.89
H 1.04 0.79 4.50
H -2.21 1.64 5.53
H -0.57 1.81 5.98
H -0.95 2.32 4.32
H -2.03 0.78 2.53
H -1.83 -0.91 2.84
H -3.00 -0.01 3.77
H -1.43 -2.69 7.57
H 0.30 -2.40 7.73
H -0.47 -3.87 6.92
H -2.93 -1.11 5.25
C -0.16 6.43 -0.79
C -0.73 6.25 -2.17
C -0.13 7.45 -3.01
C -0.44 7.28 -4.49
C -0.07 5.88 -5.03
C -0.59 4.65 -4.12
N -0.34 4.90 -2.70
O -0.87 3.90 -1.90
C -2.02 4.44 -4.54
C 0.40 3.51 -4.45
C -2.25 6.38 -1.95
H 0.92 6.51 -0.78
H -0.44 5.60 -0.14
H -0.46 7.35 -0.28
H -0.49 8.46 -2.82
H 0.96 7.49 -2.99
H 0.08 8.05 -5.07
H -1.43 7.58 -4.84
H 1.02 5.90 -5.16
H -0.47 5.72 -6.03
H -2.60 5.36 -4.62
H -2.05 4.05 -5.56
H -2.53 3.76 -3.86
H 0.31 3.19 -5.48
H 1.46 3.76 -4.37
H 0.35 2.60 -3.85
H -2.65 5.66 -1.23
H -2.90 6.40 -2.82
H -2.49 7.28 -1.39
H -1.82 3.99 -1.98
C 1.29 -5.29 3.30
C 1.53 -5.99 1.98
C 0.42 -5.45 0.98
C 0.64 -4.15 0.28
C 2.03 -4.17 -0.35
C 3.17 -4.49 0.57
N 2.81 -5.72 1.36
O 3.88 -6.25 2.02
C 4.47 -4.74 -0.27
C 3.51 -3.24 1.35
C 1.43 -7.50 2.10
H 2.30 -5.07 3.66
H 0.64 -5.91 3.92
H 0.81 -4.33 3.10
H 0.23 -6.20 0.21
H -0.48 -5.32 1.57
H 0.40 -3.31 0.93
H -0.13 -4.01 -0.49
H 2.15 -3.38 -1.09
H 1.89 -5.06 -0.96
H 5.25 -5.00 0.45
H 4.47 -5.68 -0.82
H 4.64 -3.89 -0.93
H 3.50 -2.29 0.82
H 2.79 -3.15 2.16
H 4.46 -3.41 1.85
H 2.08 -7.80 2.93
H 1.77 -8.07 1.23
H 0.41 -7.70 2.42
H 4.52 -6.57 1.38
*
```

The value obtained for the LUMO energy (alpha / beta) is 0.074 / 0.074 Ha. Its HOMO energy (alpha / beta) is -2.748 / -6.205 eV. For the relative energy (zero: lowest compared OMol25 entry of this formula, charge and spin), the calculation gives 0.000 eV. The electronic energy comes out at -5745.3105 Ha. The gap between HOMO and LUMO (alpha / beta) comes out at 4.77 / 8.22 eV.



3.
A 2-piece molecular cluster, C2H3N3O overall, computed with wB97M-V/def2-TZVPD.

Structure (ORCA input):
```
! wB97M-V def2-TZVPD RIJCOSX def2/J DEFGRID3
* xyz 0 1
C -0.71 0.35 -1.17
C 2.89 0.15 -0.13
N -0.59 -0.39 -0.24
N 2.31 0.32 0.93
N -0.42 -0.62 0.93
O 3.52 0.03 -1.09
H -0.21 0.48 -2.08
H 1.30 0.10 1.12
H -0.76 -1.50 1.25
*
```

The value obtained for the LUMO energy is 0.012 Ha. Its HOMO energy is -9.707 eV. For the relative energy (zero: lowest compared OMol25 entry of this formula, charge and spin), the calculation gives 3.339 eV. The electronic energy comes out at -317.4096 Ha. The gap between HOMO and LUMO comes out at 10.05 eV.



4.
A 2-piece molecular cluster, C3H8O4 overall, computed with wB97M-V/def2-TZVPD.

Structure (ORCA input):
```
! wB97M-V def2-TZVPD RIJCOSX def2/J DEFGRID3
* xyz 0 1
O 1.87 0.16 -0.82
C 1.06 1.04 -0.70
O 0.55 1.72 -1.74
C 0.40 1.37 0.62
C -0.56 0.24 1.03
O 0.10 -0.92 1.48
H 1.06 1.47 -2.53
H 1.23 1.55 1.30
H -0.19 2.27 0.50
H -1.21 0.62 1.82
H -1.17 0.00 0.17
H 0.88 -0.65 1.98
H -2.41 -2.12 0.46
H -3.15 -3.46 0.25
O -2.59 -2.81 -0.18
*
```

The value obtained for the LUMO energy is 0.025 Ha. Its HOMO energy is -10.261 eV. For the relative energy (zero: lowest compared OMol25 entry of this formula, charge and spin), the calculation gives 0.581 eV. The electronic energy comes out at -420.0701 Ha. The gap between HOMO and LUMO comes out at 10.94 eV. As for the SMILES: O=C(O)CCO.O.



5.
C25H10F4N7O6SZn as an isolated structure, computed with wB97M-V/def2-TZVPD.

Structure (ORCA input):
```
! wB97M-V def2-TZVPD RIJCOSX def2/J DEFGRID3
* xyz -1 1
Zn 0.29 -1.18 -0.09
O 1.74 -6.12 0.98
C 0.47 -6.25 1.32
C -0.16 -7.48 1.64
C -1.35 -7.54 2.35
C -2.08 -6.38 2.62
C -1.55 -5.13 2.18
C -0.37 -5.10 1.50
C 0.12 -3.74 1.08
O -0.52 -2.67 1.29
N 1.31 -3.76 0.46
N 1.75 -2.53 0.22
C 2.98 -2.12 0.52
C 3.07 -0.74 0.76
C 4.25 -0.15 1.40
C 4.21 1.14 1.75
C 3.07 1.93 1.41
C 2.00 1.34 0.80
N 1.97 0.01 0.53
H 1.84 -4.94 0.72
H 0.37 -8.41 1.35
H -1.77 -8.50 2.67
H -2.97 -6.39 3.28
H -2.03 -4.18 2.39
H 3.77 -2.84 0.78
H 5.11 -0.80 1.55
H 5.13 1.63 2.23
H 3.12 3.03 1.48
H 1.07 1.89 0.63
O -0.86 -2.36 -1.65
S -2.11 -1.80 -2.28
O -2.37 -2.41 -3.57
O -3.26 -1.73 -1.43
O -1.59 -0.22 -2.69
F 0.95 4.01 -2.79
C -0.15 4.30 -2.11
C -0.45 5.64 -1.88
F 0.22 6.53 -2.61
C -1.35 6.05 -0.95
C -2.20 5.02 -0.48
C -2.08 3.76 -0.95
F -3.14 2.93 -0.77
C -1.05 3.32 -1.77
C -0.93 1.99 -2.32
C -1.18 0.70 -1.69
N -0.94 0.32 -0.53
C -0.72 1.91 -3.70
N -0.60 1.80 -4.86
F -3.15 5.31 0.45
C -1.52 7.38 -0.48
C -1.94 8.37 -1.34
N -2.37 9.17 -2.11
C -1.17 7.78 0.83
N -0.93 8.20 1.90
*
```

The value obtained for the LUMO energy (alpha / beta) is -0.078 / -0.078 Ha. Its HOMO energy (alpha / beta) is -5.753 / -5.746 eV. For the relative energy (zero: lowest compared OMol25 entry of this formula, charge and spin), the calculation gives 0.602 eV. The electronic energy comes out at -4370.3038 Ha. The gap between HOMO and LUMO (alpha / beta) comes out at 3.63 / 3.62 eV.



6.
An isolated ion of composition C6H16N4O3 and charge +2, computed with wB97M-V/def2-TZVPD.

Structure (ORCA input):
```
! wB97M-V def2-TZVPD RIJCOSX def2/J DEFGRID3
* xyz 2 1
C 1.11 0.23 0.99
C 0.00 1.31 0.87
C -1.14 0.80 -0.01
C 0.14 -1.42 -0.49
C -0.63 -0.06 -1.24
C 2.25 -1.75 0.59
N 1.19 -0.86 0.34
N -1.74 -0.34 -2.07
N 1.85 0.49 2.09
N -1.86 1.98 -0.57
O -0.38 1.67 2.12
O -0.88 -2.11 0.09
O 0.22 0.89 -1.91
H 0.30 2.21 0.38
H -1.70 0.15 0.55
H 0.60 -1.96 -1.43
H 2.17 -2.16 1.63
H 2.21 -2.64 0.08
H 3.09 -1.22 0.49
H -1.54 -0.28 -3.12
H -2.14 -1.24 -1.88
H 1.73 1.33 2.60
H 2.70 -0.01 2.23
H -1.60 2.01 -1.47
H -1.81 2.87 -0.04
H -2.88 1.76 -0.55
H -0.78 0.87 2.62
H -1.11 -3.04 -0.19
H 0.62 0.54 -2.67
*
```

The value obtained for the LUMO energy is -0.251 Ha. Its HOMO energy is -17.111 eV. For the relative energy (zero: lowest compared OMol25 entry of this formula, charge and spin), the calculation gives 2.876 eV. The electronic energy comes out at -682.3265 Ha. The gap between HOMO and LUMO comes out at 10.29 eV. As for the SMILES: CN1C(=[NH2+])[C@H](O)[C@@H]([NH3+])[C@@](N)(O)[C@@H]1O.



7.
C3H4N2O2S as an isolated structure, computed with wB97M-V/def2-TZVPD.

Structure (ORCA input):
```
! wB97M-V def2-TZVPD RIJCOSX def2/J DEFGRID3
* xyz 0 1
C 0.00 1.16 -1.17
C 0.63 -0.78 0.65
C -0.57 0.16 0.91
N 0.43 0.15 -1.96
N -1.08 0.45 -0.40
O 0.32 2.29 -1.02
O 0.12 -1.73 -0.25
S -0.66 -0.89 -1.41
H 1.46 -0.23 0.21
H 0.96 -1.31 1.54
H -1.34 -0.36 1.50
H -0.28 1.09 1.40
*
```

The value obtained for the LUMO energy is 0.009 Ha. Its HOMO energy is -9.967 eV. For the relative energy (zero: lowest compared OMol25 entry of this formula, charge and spin), the calculation gives 2.849 eV. The electronic energy comes out at -774.8221 Ha. The gap between HOMO and LUMO comes out at 10.22 eV.



8.
C13H18N4O5Sn as an isolated structure, computed with wB97M-V/def2-TZVPD.

Structure (ORCA input):
```
! wB97M-V def2-TZVPD RIJCOSX def2/J DEFGRID3
* xyz -2 1
Sn -0.13 -1.54 1.07
C 1.62 -3.13 -1.15
C 2.57 -3.14 0.09
N 2.15 -2.17 1.01
C 3.07 -1.23 1.49
C 2.35 0.13 1.72
N 1.26 0.29 0.74
C 1.63 0.51 -0.66
C 2.02 -0.72 -1.48
N 1.07 -1.79 -1.31
H 0.77 -3.80 -1.00
H 2.17 -3.47 -2.05
H 3.61 -2.97 -0.26
H 2.58 -4.19 0.47
H -0.06 -2.25 2.63
H 3.92 -1.06 0.79
H 3.58 -1.48 2.46
H 3.05 0.96 1.62
H 1.90 0.17 2.71
H 0.62 1.02 1.05
H 2.45 1.25 -0.73
H 0.75 0.95 -1.12
H 3.02 -1.07 -1.23
H 2.07 -0.37 -2.52
H 0.28 -1.81 -1.94
O -5.90 3.76 0.01
C -5.18 3.59 -0.98
O -5.18 4.20 -2.08
C -3.89 2.77 -0.72
C -2.93 2.63 -1.71
C -1.77 1.93 -1.44
N -1.50 1.36 -0.26
C -2.43 1.47 0.70
C -3.62 2.16 0.50
C -2.13 0.86 2.07
O -2.86 1.16 3.00
O -1.05 0.16 2.19
H -3.11 3.09 -2.68
H -1.01 1.82 -2.21
H -4.34 2.24 1.31
O -1.38 -2.32 -0.10
*
```

The value obtained for the LUMO energy is 0.179 Ha. Its HOMO energy is -2.004 eV. For the relative energy (zero: lowest compared OMol25 entry of this formula, charge and spin), the calculation gives 1.518 eV. The electronic energy comes out at -1315.7008 Ha. The gap between HOMO and LUMO comes out at 6.87 eV.



9.
C3H3ClO2 in the gas phase, computed with wB97M-V/def2-TZVPD.

Structure (ORCA input):
```
! wB97M-V def2-TZVPD RIJCOSX def2/J DEFGRID3
* xyz 0 1
C -1.16 1.41 1.72
C -0.76 0.47 0.13
C 0.56 -0.16 0.17
O -1.45 1.00 2.77
O -1.07 1.89 0.60
Cl 0.90 -0.86 1.77
H -1.79 0.05 0.00
H 1.25 0.52 -0.12
H 0.45 -0.90 -0.50
*
```

The value obtained for the LUMO energy is 0.016 Ha. Its HOMO energy is -7.958 eV. For the relative energy (zero: lowest compared OMol25 entry of this formula, charge and spin), the calculation gives 4.063 eV. The electronic energy comes out at -726.6306 Ha. The gap between HOMO and LUMO comes out at 8.39 eV. As for the SMILES: O=C1O[C@H]1CCl.



10.
A 2-piece molecular cluster, C2H2Cl2O overall, computed with wB97M-V/def2-TZVPD.

Structure (ORCA input):
```
! wB97M-V def2-TZVPD RIJCOSX def2/J DEFGRID3
* xyz 0 1
C 0.12 1.23 0.44
C 0.20 -0.99 -0.41
O 1.06 1.69 0.96
Cl -1.43 1.62 0.33
Cl -1.32 -1.45 0.06
H 0.21 -0.79 -1.40
H 1.16 -1.31 0.01
*
```

The value obtained for the LUMO energy (alpha / beta) is 0.002 / 0.002 Ha. Its HOMO energy (alpha / beta) is -8.372 / -8.372 eV. For the relative energy (zero: lowest compared OMol25 entry of this formula, charge and spin), the calculation gives 2.979 eV. The electronic energy comes out at -1072.9151 Ha. The gap between HOMO and LUMO (alpha / beta) comes out at 8.43 / 8.43 eV.



11.
C45H51MgN4O4PS3 as an isolated structure, computed with wB97M-V/def2-TZVPD.

Structure (ORCA input):
```
! wB97M-V def2-TZVPD RIJCOSX def2/J DEFGRID3
* xyz 0 1
Mg -0.21 -0.16 1.62
C 2.31 -1.80 -1.82
O 2.36 -0.43 -2.20
C 2.85 0.43 -1.23
C 3.86 1.29 -1.59
C 4.37 2.21 -0.67
C 3.84 2.23 0.60
C 2.79 1.38 0.98
C 2.34 1.43 2.36
N 1.25 0.91 2.77
N 1.05 0.89 4.14
C 0.24 -0.09 4.45
O -0.30 -0.92 3.61
C -0.11 -0.26 5.89
C -0.68 -1.46 6.31
C -1.05 -1.63 7.64
C -0.87 -0.60 8.55
C -0.30 0.60 8.13
C 0.09 0.77 6.81
C 2.25 0.43 0.06
O 1.29 -0.39 0.33
H 2.63 -2.40 -2.67
H 1.30 -2.08 -1.53
H 2.98 -2.00 -0.98
H 4.25 1.22 -2.59
H 5.17 2.88 -0.94
H 4.23 2.92 1.34
H 3.00 1.90 3.10
H -0.83 -2.25 5.59
H -1.49 -2.56 7.96
H -1.16 -0.72 9.58
H -0.15 1.41 8.84
H 0.54 1.69 6.46
S -0.17 2.35 -0.02
C -0.71 2.03 -1.55
N -0.78 2.94 -2.53
C -1.11 2.58 -3.89
C -0.51 1.23 -4.19
N -1.00 0.26 -3.22
C -1.48 -1.03 -3.70
C -0.56 -1.72 -4.67
C 0.83 -1.59 -4.59
C 1.64 -2.32 -5.44
C 1.09 -3.20 -6.36
C -0.29 -3.33 -6.45
C -1.10 -2.59 -5.61
C -1.16 0.62 -1.94
S -1.85 -0.35 -0.79
C -0.51 4.36 -2.30
C 0.80 4.78 -2.92
C 1.97 4.08 -2.63
C 3.17 4.46 -3.20
C 3.22 5.55 -4.06
C 2.07 6.25 -4.36
C 0.86 5.87 -3.79
H -0.67 3.33 -4.55
H -2.19 2.57 -4.04
H 0.58 1.29 -4.15
H -0.79 0.89 -5.19
H -2.46 -0.89 -4.16
H -1.62 -1.65 -2.82
H 1.26 -0.92 -3.86
H 2.72 -2.21 -5.38
H 1.74 -3.77 -7.02
H -0.73 -4.01 -7.17
H -2.18 -2.69 -5.67
H -0.51 4.53 -1.23
H -1.33 4.93 -2.75
H 1.94 3.23 -1.95
H 4.07 3.90 -2.96
H 4.17 5.84 -4.51
H 2.10 7.10 -5.03
H -0.05 6.41 -4.02
C -3.05 3.52 2.78
C -3.70 2.25 3.30
S -2.44 0.99 3.54
O -2.01 0.71 2.12
C -3.48 -0.40 4.01
C -4.00 -0.25 5.43
H -3.81 4.28 2.59
H -2.53 3.31 1.84
H -2.34 3.92 3.50
H -4.43 1.84 2.59
H -4.19 2.40 4.27
H -2.79 -1.24 3.92
H -4.26 -0.50 3.26
H -3.19 -0.06 6.13
H -4.50 -1.17 5.73
H -4.73 0.55 5.51
C -1.41 -3.92 2.42
P -0.29 -2.92 1.37
C 1.32 -3.28 2.15
C -0.24 -3.91 -0.17
C 0.88 -4.63 -0.57
C 0.90 -5.28 -1.80
C -0.21 -5.25 -2.63
C -1.35 -4.57 -2.21
C -1.36 -3.90 -1.00
H -2.41 -3.93 2.00
H -1.45 -3.45 3.41
H -1.07 -4.95 2.52
H 1.51 -4.35 2.25
H 1.31 -2.81 3.13
H 2.11 -2.80 1.56
H 1.76 -4.66 0.05
H 1.79 -5.82 -2.10
H -0.19 -5.75 -3.59
H -2.23 -4.56 -2.85
H -2.25 -3.35 -0.71
*
```

The value obtained for the LUMO energy is -0.008 Ha. Its HOMO energy is -6.795 eV. For the relative energy (zero: lowest compared OMol25 entry of this formula, charge and spin), the calculation gives 0.000 eV. The electronic energy comes out at -4001.5060 Ha. The gap between HOMO and LUMO comes out at 6.57 eV.



12.
C10H15B in the gas phase, computed with wB97M-V/def2-TZVPD.

Structure (ORCA input):
```
! wB97M-V def2-TZVPD RIJCOSX def2/J DEFGRID3
* xyz 0 1
B -2.29 0.65 0.08
C -0.45 2.08 -0.21
C -1.20 -0.52 0.19
C 0.54 1.18 -0.16
C 0.13 -0.24 -0.13
C 1.98 1.50 -0.20
C 1.19 -1.23 -0.56
C 2.72 0.41 0.58
C 2.61 -0.94 -0.10
C -3.80 1.01 0.00
C -1.62 -1.99 0.28
H -0.44 3.18 -0.18
H 2.19 1.61 -1.29
H 2.28 2.53 0.12
H 0.86 -2.29 -0.28
H 1.31 -1.20 -1.61
H 3.70 0.79 0.75
H 2.17 0.38 1.51
H 2.78 -1.61 0.73
H 3.31 -0.95 -0.89
H -4.37 0.19 -0.44
H -4.05 2.01 -0.26
H -4.25 0.74 1.07
H -1.72 -2.74 -0.68
H -2.61 -2.07 0.63
H -0.97 -2.51 1.04
*
```

The value obtained for the LUMO energy is -0.003 Ha. Its HOMO energy is -7.722 eV. For the relative energy (zero: lowest compared OMol25 entry of this formula, charge and spin), the calculation gives 2.512 eV. The electronic energy comes out at -414.7177 Ha. The gap between HOMO and LUMO comes out at 7.65 eV.